# 1
Here is a cluster of 5 separate species, C18H34Cl8F5N5O2P in total from the OMol25 dataset. Energies are from the ωB97M-V functional and the def2-TZVPD basis.

Properties
* HOMO: -0.431 Eh
* F_max: 6.83 eV/A
* calculated total energy: -5652.326413 Eh
* net charge: +1

The geometry in XYZ format:
```
73
C18H34Cl8F5N5O2P the ωB97M-V functional and the def2-TZVPD basis
C -2.55224 3.52317 0.34971
C -2.61857 2.97848 -0.97403
C -2.40508 1.40719 -1.27662
N -3.52933 1.04088 -2.18626
C -4.66082 0.36959 -1.49035
C -5.38168 1.24736 -0.37593
N -2.28134 0.51296 -0.10734
C -1.39210 -0.52758 -0.60782
N -1.47278 -1.84802 -0.51391
P -2.81249 -2.58533 0.37727
N -2.21286 -3.89169 1.09125
O -3.44904 -1.60791 1.60290
O -3.98290 -3.11292 -0.71126
N -0.36571 0.19735 -1.32813
C 1.02909 0.17050 -0.80695
C 2.14124 -0.25742 -1.89820
C 1.51758 1.49493 -0.07449
C 0.87891 1.73327 1.37228
C 1.42169 0.59453 2.36295
C -0.91124 1.41790 -1.93555
C -0.83922 1.51053 -3.53296
F -1.11052 0.25456 -4.15160
F -1.79946 2.41351 -4.05712
C 0.57600 1.98905 -4.11057
F 1.21050 0.87918 -4.66888
F 1.36361 2.69827 -3.21326
F 0.34532 2.86536 -5.19211
H -1.85684 4.36618 0.64761
H -3.18824 3.05306 1.17694
H -2.86688 3.71534 -1.80038
H -3.13605 0.30273 -2.80514
H -5.45111 0.16475 -2.29804
H -4.40190 -0.67547 -1.07894
H -4.79161 1.29040 0.60886
H -6.42409 0.88059 -0.10721
H -5.44526 2.31344 -0.77613
H -2.07479 0.92706 0.80921
H -0.72639 -2.39155 -0.98409
H -2.37776 -3.75749 2.09877
H -4.30282 -1.24069 1.25657
H -3.77369 -4.03044 -0.99260
H 1.06419 -0.66352 -0.01533
H 1.74874 -0.99796 -2.65864
H 2.67411 0.63817 -2.33970
H 2.93637 -0.82405 -1.29722
H 2.64672 1.37025 0.09261
H 1.40307 2.45177 -0.67284
H 1.32288 2.71946 1.75849
H -0.24528 1.86937 1.37702
H 1.48501 1.01897 3.41529
H 0.86473 -0.38984 2.29634
H 2.49917 0.37684 2.03356
H -0.53657 2.44100 -1.62750
C 5.46950 -1.65201 -3.45634
Cl 3.88904 -1.38035 -4.20963
Cl 5.53752 -0.98704 -1.82047
H 5.65628 -2.72296 -3.40849
H 6.23440 -1.17070 -4.06233
C 7.68386 -4.10703 0.19135
Cl 7.33507 -3.67411 -1.48730
Cl 8.89824 -3.03137 0.89049
H 6.76737 -4.03057 0.77299
H 8.05664 -5.12878 0.22224
C -0.93716 1.62027 5.57777
Cl -1.22380 2.04565 3.88336
Cl 0.23652 2.71154 6.31926
H -1.87680 1.68756 6.12237
H -0.55418 0.60258 5.62621
C 1.13212 -2.30520 5.29387
Cl -0.42466 -2.05179 4.49287
Cl 1.12651 -1.63163 6.92668
H 1.32941 -3.37371 5.35204
H 1.91187 -1.81642 4.71253
```

Atomic partial charges in e from the Löwdin method, atoms 1 to 2: number 1, C, carries 0.01; number 2, C, carries -0.06

=====

# 2
Here is a structure of composition C18H34F2I3N5O7S2 from the OMol25 dataset. Energies are from the ωB97M-V functional and the def2-TZVPD basis.

Properties
* HOMO: -0.314 Eh
* F_max: 5.45 eV/A
* calculated total energy: -3395.838996 Eh
* net charge: 0

The geometry in XYZ format:
```
71
C18H34F2I3N5O7S2 the ωB97M-V functional and the def2-TZVPD basis
C 3.56168 1.26780 -2.56632
C 2.78212 1.29315 -1.24719
N 2.41998 -0.07107 -0.82844
C 1.27605 -0.19235 0.00860
C 1.25567 -1.44708 0.91765
I 2.77224 -1.27136 2.44410
C 1.40200 -2.86124 0.38743
C 2.49878 -3.16799 -0.59778
I -0.52569 -3.63648 -0.25656
O 1.20353 0.91465 0.92467
C -0.04329 1.44374 1.32962
C 0.03678 1.73435 2.82780
C -0.45954 3.09092 3.24352
O -1.29114 3.29886 4.17016
I 0.34910 4.76656 2.16382
C -1.29815 0.61536 1.05584
C -2.48792 1.53686 0.87791
C -3.79788 0.78850 1.01016
C -4.98635 1.60038 0.53365
C -6.18144 0.74438 0.08363
N -6.00996 -0.69365 0.40038
C -6.69859 -1.52893 -0.53747
C -8.18777 -1.64649 -0.41465
O -6.07327 -2.10681 -1.43087
N -1.18846 -0.26658 -0.17576
C 0.07978 -0.03767 -0.92897
C 0.06973 -0.85365 -2.20422
N -0.14281 0.08688 -3.31779
H 3.47758 0.28597 -3.00472
H 3.11276 1.95097 -3.27401
H 4.59628 1.51953 -2.43734
H 1.88808 1.87500 -1.40402
H 3.40210 1.74639 -0.48959
H 3.23975 -0.49318 -0.40909
H 0.34471 -1.40995 1.49225
H 1.57151 -3.48091 1.24888
H 3.44218 -2.94204 -0.11494
H 2.50136 -4.22477 -0.80619
H 2.45701 -2.57987 -1.49708
H -0.17370 2.40140 0.84068
H 1.08602 1.67341 3.08464
H -0.48475 1.00555 3.42869
H -1.54203 -0.03464 1.88165
H -2.42456 2.30888 1.63402
H -2.41703 2.02937 -0.08604
H -3.75148 -0.12892 0.43887
H -3.93756 0.51696 2.04734
H -5.31202 2.23961 1.34030
H -4.69917 2.24174 -0.28571
H -6.32026 0.82991 -0.98313
H -7.09227 1.11858 0.53118
H -6.39089 -0.86919 1.31992
H -8.43376 -2.64061 -0.07288
H -8.60516 -1.50754 -1.39744
H -8.61027 -0.93406 0.27628
H -1.96605 -0.04486 -0.79065
H -1.27050 -1.25742 0.07040
H 0.04480 0.99225 -1.24481
H 0.99242 -1.39658 -2.31303
H -0.76584 -1.53527 -2.19720
H 0.00085 -0.39659 -4.18895
H 0.57566 0.79504 -3.27880
N 7.62953 -1.05641 0.71534
S 9.11206 -0.46116 0.78876
O 9.17840 0.83805 1.36761
O 9.91574 -0.75117 -0.34883
F 9.63327 -1.43794 1.91935
S 6.65198 -0.34492 -0.26651
O 5.30115 -0.75888 -0.00955
O 7.06733 -0.25429 -1.62733
F 6.63954 1.17153 0.22874
```

Atomic partial charges in e from the Löwdin method, atoms 1 to 2: number 1, C, carries -0.06; number 2, C, carries -0.21

=====

# 3
Here is a cluster of 3 separate species, C18H34F9O8PS2 in total from the OMol25 dataset. Energies are from the ωB97M-V functional and the def2-TZVPD basis.

Properties
* HOMO: -0.310 Eh
* ΔE to the lowest compared entry with this formula, charge and spin: 2.4 kcal/mol
* F_max: 0.42 eV/A
* calculated total energy: -3344.656378 Eh
* net charge: 0
* structure (SMILES): CO[C@@H](CCC(F)(F)C(F)(F)C(F)(F)C(F)(F)F)COCP(C)C.CCOS(C)(=O)=O.CCOS(C)(=O)=O

The geometry in XYZ format:
```
72
C18H34F9O8PS2 the ωB97M-V functional and the def2-TZVPD basis
C 2.63963 -3.92953 -0.03445
O 1.64184 -3.82307 -1.03110
C 1.94920 -4.48338 -2.24084
C 1.01182 -5.70936 -2.48648
C -0.17509 -5.87644 -1.52122
C -1.58012 -5.61674 -2.03706
F -1.94995 -6.58333 -2.93542
F -2.45032 -5.70266 -0.97816
C -1.84597 -4.24712 -2.71785
F -1.21323 -3.28730 -1.99948
F -1.29634 -4.25798 -3.95409
C -3.35773 -3.83828 -2.87818
F -3.50702 -3.19994 -4.06158
F -4.14430 -4.93163 -2.88888
C -3.89073 -2.85983 -1.79194
F -5.20761 -2.75895 -1.91383
F -3.61527 -3.27748 -0.55759
F -3.35410 -1.65205 -1.95787
C 1.97953 -3.47809 -3.43172
O 2.22337 -2.15684 -3.00933
C 1.28104 -1.17015 -3.41749
P 1.26616 0.29531 -2.30560
C 0.77865 -0.44604 -0.70559
C 3.07706 0.45251 -2.03082
H 3.56101 -3.41315 -0.33842
H 2.87148 -4.97891 0.20155
H 2.25447 -3.44466 0.86585
H 2.97035 -4.88021 -2.16349
H 0.67742 -5.71495 -3.52998
H 1.62685 -6.60935 -2.38569
H -0.04077 -5.28440 -0.61617
H -0.23126 -6.92790 -1.21450
H 2.81208 -3.77503 -4.08587
H 1.06657 -3.54944 -4.02886
H 0.27144 -1.59051 -3.45251
H 1.53081 -0.79969 -4.42227
H 1.01600 0.30304 0.06053
H -0.29548 -0.63690 -0.66748
H 1.33590 -1.36212 -0.48162
H 3.58512 0.20768 -2.96945
H 3.32157 1.47329 -1.73348
H 3.42110 -0.26463 -1.28011
C -1.40377 5.69900 1.22466
C -1.41157 4.23018 0.86750
O -1.71186 3.98570 -0.52741
S -0.53366 4.19559 -1.57364
C -1.25312 3.31468 -2.91232
O 0.62497 3.49938 -1.10191
O -0.43058 5.58181 -1.91192
H -0.57549 6.22184 0.74823
H -1.30275 5.79934 2.30433
H -2.33161 6.17461 0.90593
H -0.46060 3.75270 1.10904
H -2.19837 3.70439 1.40550
H -1.34638 2.26978 -2.63065
H -0.57066 3.41620 -3.75279
H -2.21682 3.76120 -3.14285
C -0.03658 5.90962 8.03657
C 0.97787 5.74405 6.92527
O 1.00769 4.39504 6.39873
S -0.14424 3.97978 5.38910
C 0.63203 2.54707 4.72877
O -0.25048 4.98848 4.37658
O -1.31235 3.59610 6.11863
H -1.05576 5.81626 7.66498
H 0.07825 6.89600 8.48656
H 0.11281 5.15302 8.80648
H 0.79829 6.43802 6.10354
H 1.98941 5.90794 7.29034
H 1.53629 2.84724 4.20701
H -0.07863 2.09644 4.03927
H 0.85248 1.86474 5.54502
```

Atomic partial charges in e from the Löwdin method, atoms 1 to 2: number 1, C, carries -0.09; number 2, O, carries -0.20

=====

# 4
Here is a structure of composition C18H34IrN6O2S3 from the OMol25 dataset. Energies are from the ωB97M-V functional and the def2-TZVPD basis.

Properties
* HOMO (alpha / beta): -0.628 / -0.628 Eh
* ΔE to the lowest compared entry with this formula, charge and spin: 71.2 kcal/mol
* F_max: 2.65 eV/A
* calculated total energy: -2483.252197 Eh
* net charge: +3

The geometry in XYZ format:
```
64
C18H34IrN6O2S3 the ωB97M-V functional and the def2-TZVPD basis
Ir -0.37637 -0.81714 0.32803
C -0.77614 -3.87212 -3.06918
C -0.53970 -2.69821 -2.18229
N -0.54413 -2.73986 -0.89911
N -0.68480 -3.90922 -0.22070
C -1.00580 -3.91369 1.08670
N -1.03721 -5.05997 1.73273
S -1.45254 -2.47469 1.86983
C -0.33948 -1.36031 -2.75684
C -0.18079 -1.14643 -4.11853
C -0.09638 0.15523 -4.59852
C -0.17364 1.20454 -3.69913
C -0.28698 0.91013 -2.34780
N -0.35326 -0.33868 -1.88807
H -1.31804 -4.66549 -2.55799
H 0.16335 -4.27853 -3.45266
H -1.36942 -3.57486 -3.93098
H -0.53812 -4.78567 -0.70551
H -0.81108 -5.94715 1.30492
H -1.30943 -5.07645 2.70573
H -0.11565 -1.97267 -4.81119
H 0.00882 0.33831 -5.65922
H -0.14027 2.23327 -4.02813
H -0.32684 1.69906 -1.60903
C 4.28531 -0.41558 2.78621
N 4.11153 -0.31738 1.35239
C 5.09644 0.37758 0.51180
C 4.62581 0.05025 -0.91115
N 3.26224 -0.44147 -0.66308
C 3.09660 -0.74515 0.62924
S 1.76406 -1.61752 1.28221
H 4.50563 0.56886 3.20102
H 5.11769 -1.07853 3.02519
H 3.38666 -0.81643 3.24815
H 6.10660 0.03206 0.72394
H 5.04724 1.44853 0.72458
H 5.23074 -0.73007 -1.37590
H 4.61723 0.92300 -1.55923
H 2.71188 -0.86195 -1.39104
C -2.91296 3.31015 3.17013
C -3.29838 2.04537 2.42171
S -2.39290 1.94836 0.83369
O -2.21799 0.46204 0.54668
C -3.63166 2.49341 -0.40917
C -5.03743 1.96119 -0.20445
H -3.56607 3.43718 4.03236
H -3.02189 4.20059 2.55057
H -1.88799 3.26212 3.53570
H -4.36190 2.01738 2.20148
H -3.01565 1.13777 2.95345
H -3.21342 2.13555 -1.35060
H -3.59755 3.58385 -0.38678
H -5.03728 0.88427 -0.03718
H -5.61694 2.15990 -1.10596
H -5.55250 2.45963 0.61325
C 1.18798 2.51407 0.50742
C 1.08228 1.98947 1.92277
O 0.14291 0.88887 1.95295
H 2.03980 3.18458 0.41035
H 0.28277 3.05190 0.23348
H 1.32352 1.67081 -0.17791
H 0.72171 2.77077 2.59462
H 2.05808 1.65077 2.27956
H 0.16164 0.49437 2.83449
```

Atomic partial charges in e from the Löwdin method, atoms 1 to 2: number 1, Ir, carries 1.02; number 2, C, carries 0.03